No. 1
The following is a DFT calculation (wB97M-V/def2-TZVPD) of C5H8OSi in the gas phase.

net charge = 0
E_HOMO (spin up / spin down) = -7.247 / -7.247 eV
relative energy (zero: lowest compared OMol25 entry of this formula, charge and spin) = 3.3326 eV
LUMO energy (spin up / spin down) = -0.01 / -0.01 eV
energy = -559.89898 Ha
largest force on an atom = 5.91 eV/Å

Geometry (Å):
1 C 0.336 0.325 -1.706
2 C -0.772 -0.372 -1.227
3 C 1.633 0.437 -1.097
4 C -0.712 -1.156 -0.036
5 C -0.798 -0.194 1.182
6 O 2.776 0.222 -1.288
7 Si 0.711 1.055 1.426
8 H 0.278 1.010 -2.642
9 H -1.674 -0.211 -1.647
10 H -1.506 -1.953 -0.149
11 H 0.228 -1.753 -0.013
12 H -1.634 0.344 0.929
13 H -0.943 -0.603 2.152
14 H 1.407 0.347 2.503
15 H 0.667 2.502 1.613

***

No. 2
The following is a DFT calculation (wB97M-V/def2-TZVPD) of C35H46N2O4 in the gas phase.

net charge = 0
E_HOMO = -6.715 eV
relative energy (zero: lowest compared OMol25 entry of this formula, charge and spin) = 0.0000 eV
LUMO energy = 0.80 eV
energy = -1771.74195 Ha
largest force on an atom = 4.29 eV/Å

Geometry (Å):
1 C -3.525 -2.374 4.018
2 C -3.807 -1.154 3.195
3 O -2.543 -0.559 2.804
4 C -2.654 0.259 1.736
5 C -1.394 1.039 1.221
6 C -1.894 2.507 1.118
7 C -2.470 3.027 2.434
8 C -2.954 2.735 0.049
9 C -0.343 1.040 2.377
10 O -0.046 0.068 3.066
11 O 0.260 2.218 2.584
12 C 1.387 2.238 3.532
13 C 0.996 1.973 4.965
14 O -3.750 0.392 1.201
15 H -4.448 -2.702 4.500
16 H -3.196 -3.207 3.390
17 H -2.784 -2.205 4.803
18 H -4.389 -1.412 2.308
19 H -4.326 -0.376 3.763
20 H -1.013 3.124 0.904
21 H -1.746 2.975 3.252
22 H -2.701 4.088 2.271
23 H -3.399 2.505 2.709
24 H -2.657 2.361 -0.930
25 H -3.878 2.229 0.338
26 H -3.136 3.813 -0.036
27 H 2.088 1.477 3.171
28 H 1.795 3.247 3.402
29 H 1.897 1.995 5.586
30 H 0.313 2.739 5.357
31 H 0.557 0.971 5.039
32 C 0.185 -5.141 2.829
33 C 1.634 -5.294 2.382
34 N 1.926 -4.559 1.165
35 C 3.122 -4.983 0.475
36 C 3.177 -4.416 -0.934
37 C 2.986 -2.894 -0.936
38 C 1.875 -2.442 -0.047
39 C 1.377 -3.329 0.945
40 C 0.271 -2.907 1.719
41 C -0.377 -1.740 1.357
42 C 0.073 -0.838 0.391
43 C -0.897 0.348 0.035
44 C -0.374 1.121 -1.221
45 C -0.359 2.506 -1.469
46 C -0.103 3.058 -2.729
47 C 0.468 2.247 -3.740
48 N 0.808 2.758 -4.960
49 C 0.363 4.062 -5.389
50 C 0.306 5.043 -4.230
51 C -0.481 4.470 -3.055
52 C 1.318 1.930 -6.028
53 C 2.104 0.749 -5.493
54 C 1.293 -0.023 -4.449
55 C 0.620 0.866 -3.462
56 C 0.069 0.333 -2.300
57 C 1.311 -1.166 -0.191
58 C -0.214 -3.674 2.905
59 H -0.477 -5.645 2.115
60 H 0.051 -5.618 3.804
61 H 2.302 -4.959 3.200
62 H 1.857 -6.350 2.189
63 H 4.014 -4.669 1.045
64 H 3.109 -6.080 0.462
65 H 4.140 -4.684 -1.376
66 H 2.393 -4.881 -1.544
67 H 3.928 -2.414 -0.628
68 H 2.794 -2.563 -1.967
69 H -1.285 -1.555 1.872
70 H -1.786 -0.184 -0.371
71 H -0.583 3.224 -0.690
72 H 1.074 4.411 -6.145
73 H -0.625 4.000 -5.886
74 H 1.328 5.271 -3.907
75 H -0.156 5.973 -4.577
76 H -1.558 4.490 -3.302
77 H -0.350 5.113 -2.176
78 H 0.491 1.579 -6.667
79 H 1.953 2.573 -6.647
80 H 2.362 0.098 -6.330
81 H 3.038 1.111 -5.049
82 H 0.526 -0.625 -4.962
83 H 1.955 -0.733 -3.933
84 H 0.050 -0.754 -2.231
85 H 1.851 -0.439 -0.804
86 H -1.303 -3.590 2.978
87 H 0.183 -3.216 3.828

***

No. 3
The following is a DFT calculation (wB97M-V/def2-TZVPD) of C50H46F24O28Zr2 as an isolated structure.

net charge = +2
E_HOMO = -11.200 eV
LUMO energy = -9.60 eV
energy = -6530.09454 Ha
largest force on an atom = 9.46 eV/Å

Geometry (Å):
1 Zr 0.212 2.977 -0.241
2 Zr 3.404 -2.386 3.834
3 C 0.037 -0.375 2.079
4 C -0.642 0.479 1.156
5 C -0.398 0.153 -0.402
6 O -0.355 1.139 -1.164
7 C 0.337 -1.003 -0.787
8 C 0.915 -1.757 0.215
9 C 0.817 -1.405 1.688
10 O 1.491 -2.032 2.606
11 O 1.642 -2.723 -0.132
12 O -0.695 1.729 1.249
13 H -0.007 -0.126 3.130
14 H 0.623 -1.086 -1.822
15 C 2.614 1.825 3.204
16 C 2.359 2.408 1.971
17 C 2.850 1.734 0.701
18 O 2.348 2.036 -0.430
19 C 3.615 0.574 0.775
20 C 3.893 0.006 2.005
21 C 3.297 0.611 3.335
22 O 3.374 -0.271 4.226
23 O 4.271 -1.222 2.114
24 O 1.530 3.353 1.821
25 H 2.165 2.324 4.054
26 H 3.867 0.098 -0.162
27 C 0.758 6.721 -2.249
28 C 0.356 5.490 -1.717
29 C -0.931 4.805 -2.249
30 O -1.170 3.741 -1.602
31 C -1.668 5.466 -3.237
32 C -1.260 6.722 -3.762
33 C -0.046 7.398 -3.185
34 O 0.311 8.539 -3.484
35 O -2.073 7.312 -4.468
36 O 0.960 4.782 -0.858
37 H 1.641 7.153 -1.801
38 H -2.636 5.048 -3.478
39 C 3.046 0.020 -2.918
40 C 3.516 1.406 -3.308
41 O 2.706 2.025 -4.303
42 C 1.622 2.740 -3.974
43 O 1.182 2.764 -2.859
44 C 0.989 3.443 -5.228
45 F -0.149 2.821 -5.530
46 F 0.729 4.708 -4.972
47 F 1.827 3.329 -6.238
48 H 3.778 -0.514 -2.309
49 H 2.874 -0.541 -3.835
50 H 2.158 0.061 -2.289
51 H 4.517 1.390 -3.741
52 H 3.663 2.049 -2.437
53 C -3.418 7.168 -0.144
54 C -2.073 7.004 0.582
55 O -2.311 6.181 1.762
56 C -1.694 5.055 1.957
57 O -0.983 4.521 1.146
58 C -1.787 4.570 3.447
59 F -2.877 4.909 4.087
60 F -1.630 3.256 3.473
61 F -0.726 5.136 4.021
62 H -3.251 7.681 -1.094
63 H -4.181 7.752 0.366
64 H -3.845 6.200 -0.416
65 H -1.992 7.980 1.059
66 H -1.195 6.729 0.010
67 C -5.696 3.411 -2.922
68 C -4.488 3.415 -1.982
69 O -4.915 2.815 -0.774
70 C -4.073 2.582 0.197
71 O -2.885 2.774 0.114
72 C -4.753 1.999 1.440
73 F -4.642 2.987 2.368
74 F -6.044 1.810 1.296
75 F -4.058 0.940 1.829
76 H -5.644 4.115 -3.755
77 H -6.546 3.835 -2.381
78 H -5.945 2.434 -3.332
79 H -4.254 4.480 -1.915
80 H -3.644 2.913 -2.453
81 C -2.023 -3.754 -2.087
82 C -2.657 -2.400 -1.777
83 O -2.431 -1.653 -2.985
84 C -2.969 -0.448 -3.056
85 O -3.412 0.150 -2.117
86 C -2.741 0.191 -4.419
87 F -1.587 0.882 -4.356
88 F -2.657 -0.682 -5.432
89 F -3.695 1.059 -4.761
90 H -0.947 -3.619 -2.183
91 H -2.417 -4.191 -3.006
92 H -2.335 -4.525 -1.379
93 H -2.225 -1.995 -0.866
94 H -3.735 -2.506 -1.650
95 C 5.649 -2.712 -1.809
96 C 5.002 -2.762 -0.440
97 O 4.713 -4.140 -0.211
98 C 4.133 -4.513 0.884
99 O 3.834 -3.762 1.795
100 C 3.797 -6.033 0.892
101 F 2.492 -6.197 0.704
102 F 4.523 -6.660 -0.026
103 F 4.136 -6.530 2.067
104 H 5.759 -1.733 -2.274
105 H 5.217 -3.425 -2.511
106 H 6.688 -3.045 -1.728
107 H 4.084 -2.172 -0.394
108 H 5.668 -2.418 0.354
109 C 1.792 -2.818 9.267
110 C 2.246 -2.032 8.044
111 O 1.052 -1.474 7.463
112 C 0.812 -1.529 6.196
113 O 1.612 -1.951 5.370
114 C -0.677 -1.224 5.854
115 F -1.147 -2.120 5.005
116 F -1.380 -1.288 6.973
117 F -0.743 -0.033 5.283
118 H 2.664 -3.081 9.864
119 H 1.148 -3.662 9.039
120 H 1.191 -2.135 9.873
121 H 2.589 -2.897 7.460
122 H 3.076 -1.336 8.110
123 C 1.661 -3.142 -3.069
124 C 1.888 -4.539 -2.587
125 O 1.503 -5.479 -3.608
126 C 2.243 -6.586 -3.727
127 O 3.176 -6.840 -3.028
128 C 1.717 -7.551 -4.819
129 F 2.703 -8.422 -5.041
130 F 0.680 -8.216 -4.303
131 F 1.392 -6.982 -5.966
132 H 1.777 -2.363 -2.319
133 H 0.630 -3.044 -3.429
134 H 2.267 -2.969 -3.960
135 H 1.280 -4.787 -1.719
136 H 2.963 -4.607 -2.421
137 C -1.243 -4.459 1.568
138 C -2.733 -4.766 1.746
139 O -3.345 -3.866 2.662
140 C -3.630 -2.621 2.343
141 O -3.409 -2.129 1.271
142 C -4.305 -1.827 3.472
143 F -5.417 -1.292 2.980
144 F -4.576 -2.598 4.506
145 F -3.515 -0.829 3.889
146 H -0.872 -4.685 0.571
147 H -0.643 -5.037 2.278
148 H -1.011 -3.428 1.841
149 H -2.891 -5.769 2.123
150 H -3.107 -4.583 0.737